Entry 1:
Entry from the OMol25 dataset: the ion C4H7N4O with charge +1 (wB97M-V/def2-TZVPD).

Structure (XYZ):
```
16
Properties=species:S:1:pos:R:3:nbo_charge:R:1
C -2.1156 0.3209 1.4172 0.217
N -1.3097 1.2680 1.8908 -0.195
N -0.3740 1.4678 0.9903 0.082
N -0.5824 0.6787 -0.0110 0.083
C 0.2543 0.5611 -1.2047 -0.259
C 1.3975 -0.3986 -0.9871 0.033
C 1.8314 -0.8329 0.3380 -0.111
O 1.0797 -1.6959 -0.6040 -0.484
N -1.6663 -0.0572 0.2202 -0.284
H -2.9880 -0.0875 1.9010 0.271
H -0.3771 0.1590 -1.9981 0.245
H 0.6247 1.5504 -1.4623 0.277
H 2.1764 -0.2957 -1.7328 0.225
H 1.1974 -0.7690 1.2115 0.196
H 2.8665 -1.1183 0.4638 0.228
H -2.0148 -0.7509 -0.4330 0.476
```

As for the structure (SMILES): c1nnn(C[C@H]2CO2)[nH+]1. The value obtained for the HOMO energy is -0.542 Eh. For the lowest unoccupied orbital energy, the calculation gives -4.902 eV. The relative energy (zero: lowest compared OMol25 entry of this formula, charge and spin) comes out at 59.3 kcal per mole. As for the net charge: +1.

Entry 2:
Entry from the OMol25 dataset: a cluster of 2 separate species, C4H11N3O2 in total (wB97M-V/def2-TZVPD).

Structure (XYZ):
```
20
Properties=species:S:1:pos:R:3:nbo_charge:R:1
H 0.4726 -1.0310 -1.0385 0.340
N -0.2777 -0.7954 -0.4991 -0.834
C -0.0857 -0.7414 0.8219 0.620
N -1.0818 -0.4199 1.7368 -0.808
N 1.2748 -0.8775 1.3662 -0.642
C 2.0391 -2.1252 0.9781 -0.434
H -1.7896 0.1336 1.3876 0.414
H -1.0747 -0.7278 2.5759 0.372
H 1.2938 -0.6130 2.3155 0.372
H 2.5361 -2.3689 1.9474 0.214
H 2.6061 -1.9219 0.0983 0.197
H 1.4945 -2.9912 0.4654 0.204
C -0.4790 1.9853 -2.1832 -0.752
C -0.8866 1.8571 -0.7783 0.803
O -0.3618 2.3379 0.1495 -0.568
O -2.1748 1.4229 -0.5162 -0.698
H 0.5696 2.2257 -2.2248 0.246
H -0.9864 2.7377 -2.8103 0.248
H -0.6727 0.9064 -2.4920 0.237
H -2.4160 1.0066 -1.3002 0.469
```

As for the structure (SMILES): [H]/N=C(/N)NC.CC(=O)O. The value obtained for the HOMO energy is -0.322 Eh. For the lowest unoccupied orbital energy, the calculation gives 0.882 eV. The relative energy (zero: lowest compared OMol25 entry of this formula, charge and spin) comes out at 60.4 kcal per mole.

Entry 3:
Entry from the OMol25 dataset: a structure of composition C23H39Cl2N5O3PTm (wB97M-V/def2-TZVPD).

Structure (XYZ):
```
74
Properties=species:S:1:pos:R:3:mulliken_charge:R:1
O -1.5466 -3.0750 -0.0507 -0.483
C -0.6434 -3.8142 0.3072 -0.231
C -0.1897 -3.9207 1.7326 0.431
C -0.6705 -2.9999 2.6943 0.405
H -0.9883 -1.9851 2.4335 0.175
C -0.6894 -3.3664 4.0381 -0.751
H -1.1124 -2.6942 4.7874 0.412
C -0.1491 -4.5916 4.4400 -0.362
H -0.3070 -4.9544 5.4506 0.385
C 0.5720 -5.3638 3.5201 -0.607
H 1.0923 -6.2562 3.8574 0.397
C 0.5964 -5.0058 2.1741 -0.522
H 1.1570 -5.5778 1.4397 0.374
H 0.0774 -4.2775 -0.4234 0.300
C 3.7737 -2.1023 -0.4692 -1.015
C 3.5611 -1.1233 0.5921 0.453
H 4.2483 -3.0354 -0.0937 0.383
H 4.4080 -1.6066 -1.2273 0.231
H 2.8549 -2.4938 -0.9501 0.028
C 3.5019 -1.2518 1.8974 -0.066
C 4.6304 -1.3971 2.9072 -1.433
H 2.5318 -1.2822 2.4138 0.226
H 4.6545 -2.3481 3.4512 0.319
H 4.4792 -0.6337 3.6704 0.272
H 5.6167 -1.2856 2.4358 0.319
Tm 1.9683 0.4767 0.2567 0.599
Cl 0.0977 0.4226 2.0331 -0.585
Cl 4.1134 1.6607 0.2803 -0.530
C 1.3623 3.5385 0.5614 0.230
O 1.1839 2.6120 -0.2842 -0.368
N 1.3053 4.8333 0.2742 0.214
C 1.1910 5.3086 -1.1125 -0.967
C 1.6960 5.8143 1.2826 -0.869
H 1.5904 3.2716 1.6056 0.393
H 0.7639 4.5257 -1.7483 0.221
H 2.1677 5.6267 -1.5123 0.348
H 0.5495 6.1961 -1.1407 0.359
H 1.6459 5.3425 2.2723 0.289
H 1.0049 6.6652 1.2372 0.297
H 2.7216 6.1599 1.0797 0.325
H 1.8024 0.5373 -5.1663 0.325
H -0.1700 -1.2957 -5.3987 0.325
C 2.2426 -0.1715 -4.4602 -0.917
C 0.3819 -1.8463 -4.6186 -0.913
N 1.1870 -0.9386 -3.8016 0.235
H 2.8224 0.3702 -3.7180 0.246
C 0.9318 -0.8545 -2.5141 0.729
O 1.6316 -0.1534 -1.7168 -0.586
H -0.3367 -2.3461 -3.9528 0.261
H 0.0714 -1.4297 -2.1394 0.016
H 2.8866 -0.8549 -5.0175 0.325
H 1.0202 -2.6078 -5.0969 0.344
C -4.9327 0.1787 -0.7561 -0.906
N -4.2049 0.1306 0.5251 0.124
C -4.2165 1.4666 1.1572 -0.867
N -3.6514 2.5080 0.2668 0.129
C -4.3929 2.5198 -1.0079 -0.841
N -4.3841 1.2009 -1.6746 0.096
C -3.0372 0.8420 -2.1429 -1.227
P -1.7979 0.7042 -0.7511 1.203
C -2.8540 -0.3821 0.3723 -1.022
C -2.2188 2.3490 0.0668 -1.111
H -5.9795 0.4434 -0.5444 0.281
H -4.8672 -0.8054 -1.2408 0.371
H -3.6302 1.4334 2.0864 0.358
H -5.2631 1.7355 1.3685 0.270
H -3.9337 3.2596 -1.6770 0.367
H -5.4397 2.7807 -0.7897 0.282
H -3.0775 -0.1183 -2.6781 0.402
H -2.6834 1.6101 -2.8456 0.412
H -2.3458 -0.4118 1.3458 0.295
H -2.8614 -1.4006 -0.0401 0.622
H -1.8354 3.1524 -0.5783 0.392
H -1.6850 2.3829 1.0254 0.385
```

The value obtained for the HOMO energy (spin up / spin down) is -0.193 / -0.193 Eh. The spin multiplicity is 3. For the lowest unoccupied orbital energy (spin up / spin down), the calculation gives 0.054 / 0.054 eV.

Entry 4:
Entry from the OMol25 dataset: the molecule C6H15N (wB97M-V/def2-TZVPD).

Structure (XYZ):
```
22
Properties=species:S:1:pos:R:3:nbo_charge:R:1
C -0.8239 -1.1772 2.2800 -0.603
C -0.6635 -1.0266 0.7574 -0.395
C 0.1922 0.1858 0.3691 -0.223
C -0.6853 1.4432 0.2980 -0.623
C 0.9761 -0.0754 -0.9253 -0.040
C 0.1036 -0.3312 -2.1279 -0.625
N 1.9074 1.0236 -1.2580 -0.836
H -0.9031 -0.2211 2.7781 0.201
H -1.7087 -1.7941 2.4640 0.208
H 0.0323 -1.7169 2.6622 0.203
H -0.2116 -1.9448 0.3986 0.199
H -1.6433 -0.9035 0.2878 0.196
H 0.9606 0.3441 1.1209 0.190
H -0.1276 2.3491 0.5384 0.209
H -1.4437 1.3945 1.0710 0.210
H -1.1319 1.5204 -0.6884 0.206
H 1.6428 -0.9006 -0.7043 0.188
H -0.4161 0.5601 -2.4830 0.202
H -0.6549 -1.0864 -1.9090 0.209
H 0.6454 -0.7410 -2.9794 0.224
H 2.5499 1.2159 -0.4996 0.353
H 1.4033 1.8820 -1.4504 0.348
```

As for the structure (SMILES): CC[C@H](C)[C@@H](C)N. The value obtained for the HOMO energy is -0.332 Eh. For the lowest unoccupied orbital energy, the calculation gives 1.126 eV. The relative energy (zero: lowest compared OMol25 entry of this formula, charge and spin) comes out at 6.5 kcal per mole.

Entry 5:
Entry from the OMol25 dataset: a structure of composition C15H40AlO10P2 (wB97M-V/def2-TZVPD).

Structure (XYZ):
```
68
Properties=species:S:1:pos:R:3:nbo_charge:R:1
C -4.2529 -2.0467 4.7967 -0.649
C -3.6592 -2.9601 3.5291 -0.959
Al -1.5857 -2.7114 3.6408 1.109
C -0.9866 -3.9238 5.2328 -0.616
O 0.3135 -4.5436 4.9008 -0.313
O 1.1554 -3.5770 4.6595 -0.450
H -5.4192 -2.1025 4.8942 0.178
H -3.8571 -0.9422 4.5760 0.208
H -3.6953 -2.4831 5.7579 0.199
H -4.0572 -2.6108 2.4857 0.186
H -3.9148 -4.1025 3.7565 0.186
H -1.3094 -1.1884 4.0932 -0.427
H -0.8735 -3.1034 2.2836 -0.429
H -0.9611 -3.2704 6.2158 0.158
H -1.7750 -4.7975 5.4265 0.170
H 1.2571 -3.5158 3.6624 0.451
O 1.7041 -1.4660 -0.2809 -0.871
P 2.0165 -1.7435 -1.7718 2.259
O 0.7598 -2.8010 -1.9833 -0.783
C -0.5486 -2.2721 -2.1100 -0.074
C -0.7318 -1.5400 -3.4230 -0.639
O 3.1973 -2.8818 -1.4706 -0.795
C 3.8783 -2.8897 -0.2230 -0.061
C 3.1591 -3.7635 0.7947 -0.642
O 2.3656 -2.0535 -3.4377 -0.675
C 2.6941 -0.9054 -4.2069 -0.080
C 3.8097 -0.0792 -3.5934 -0.645
H -0.7755 -1.6186 -1.2601 0.190
H -1.2407 -3.1190 -2.0699 0.189
H -0.2066 -0.5803 -3.4023 0.187
H -1.7948 -1.3290 -3.6043 0.214
H -0.3391 -2.1206 -4.2617 0.215
H 4.0146 -1.8665 0.1449 0.181
H 4.8809 -3.2940 -0.3935 0.170
H 2.0781 -3.5883 0.8130 0.242
H 3.5549 -3.5883 1.8007 0.212
H 3.2927 -4.8207 0.5504 0.202
H 1.7994 -0.2919 -4.3386 0.167
H 3.0008 -1.2540 -5.1979 0.188
H 3.5151 0.3285 -2.6212 0.205
H 4.0651 0.7620 -4.2448 0.222
H 4.7032 -0.6894 -3.4316 0.222
O 0.2746 4.5104 0.7005 -0.890
P -0.6511 3.9166 -0.3895 2.270
O 0.1946 2.5001 -0.5343 -0.795
C 0.0349 1.5168 0.4733 -0.088
C -1.3418 0.8875 0.4282 -0.642
O 0.0725 4.7210 -1.6584 -0.797
C 0.8025 5.9172 -1.4207 -0.060
C 2.2670 5.6230 -1.1283 -0.635
O -1.6853 3.2531 -1.6074 -0.670
C -3.0757 3.4334 -1.3790 -0.083
C -3.4516 4.8806 -1.1184 -0.644
H 0.2373 1.9503 1.4592 0.182
H 0.7898 0.7459 0.2898 0.215
H -2.0939 1.5851 0.8089 0.178
H -1.3781 -0.0114 1.0591 0.259
H -1.6223 0.6141 -0.5923 0.203
H 0.3363 6.4964 -0.6155 0.181
H 0.7367 6.5324 -2.3234 0.170
H 2.3988 4.8033 -0.4141 0.233
H 2.7662 6.5126 -0.7296 0.204
H 2.7835 5.3177 -2.0421 0.200
H -3.3873 2.8062 -0.5402 0.175
H -3.6013 3.0745 -2.2692 0.191
H -2.9818 5.2557 -0.2036 0.199
H -4.5350 4.9792 -1.0021 0.224
H -3.1208 5.5233 -1.9395 0.220
```

The value obtained for the HOMO energy is -0.151 Eh. For the lowest unoccupied orbital energy, the calculation gives -0.039 eV. As for the net charge: -1.

Entry 6:
Entry from the OMol25 dataset: a structure of composition C20H24BrGeN2O2Zr (wB97M-V/def2-TZVPD).

Structure (XYZ):
```
51
Properties=species:S:1:pos:R:3:mulliken_charge:R:1
Zr 0.5655 -1.0101 -0.5564 0.667
O -2.7497 -3.3726 1.2746 -0.463
C -2.8773 -2.6385 2.4178 0.968
C -3.8516 -2.9641 3.3576 -0.833
C -3.9609 -2.2651 4.5468 -0.574
C -3.0848 -1.2259 4.8221 -0.919
C -2.1248 -0.8953 3.8802 -0.353
C -2.0158 -1.5683 2.6587 -0.086
C -0.8966 -1.1578 1.7282 0.899
O -0.9941 -1.5787 0.3792 -0.879
N -0.7470 0.3180 1.7113 -0.334
N -0.2541 0.7473 0.5031 -0.240
C -0.4702 1.9227 0.0927 -0.009
C -0.0088 2.4133 -1.2035 0.232
Br 0.7586 1.0675 -2.3406 -0.027
C -0.1643 3.6700 -1.5971 -0.389
C 0.1348 4.4463 -2.8054 1.341
C 0.7826 3.9702 -3.9519 -0.324
C 1.0010 4.8061 -5.0315 -0.894
C 0.5811 6.1293 -4.9894 -0.371
C -0.0593 6.6184 -3.8600 -0.659
C -0.2770 5.7809 -2.7796 -0.503
H -3.4270 -4.0563 1.2747 0.309
H -4.5278 -3.7889 3.1480 0.302
H -4.7246 -2.5423 5.2631 0.388
H -3.1423 -0.6861 5.7594 0.403
H -1.4188 -0.1014 4.1054 0.476
H 0.0162 -1.5421 2.1470 -0.036
H -1.5565 0.8277 2.0394 0.458
H -1.0217 2.6279 0.7100 0.387
H -0.6420 4.2598 -0.8148 0.176
H 1.1279 2.9557 -4.0175 0.182
H 1.5038 4.4243 -5.9118 0.391
H 0.7564 6.7792 -5.8375 0.389
H -0.3872 7.6492 -3.8200 0.389
H -0.7786 6.1630 -1.8971 0.340
C 3.9094 -2.7335 -1.2470 -1.101
Ge 2.6546 -2.6451 0.2468 0.667
C 1.0233 -3.4390 -0.8281 -1.733
C 2.9903 -4.0219 1.5463 -1.073
C 2.2284 -0.7991 0.6527 -0.749
H 4.0262 -3.7608 -1.6013 0.361
H 4.8883 -2.3409 -0.9666 0.384
H 3.5370 -2.1237 -2.0736 0.289
H 1.3831 -4.3875 -1.2128 0.478
H 0.7128 -2.8964 -1.7471 0.557
H 0.1301 -3.6328 -0.2400 0.600
H 3.2666 -4.9306 1.0100 0.342
H 2.1021 -4.2090 2.1504 0.369
H 3.8083 -3.7252 2.2024 0.382
H 2.2742 -0.5378 1.7028 0.423
```

The value obtained for the HOMO energy is -0.381 Eh. For the lowest unoccupied orbital energy, the calculation gives -3.596 eV. As for the net charge: +1.

What did the second record say?
Entry from the OMol25 dataset: a cluster of 2 separate species, C4H11N3O2 in total (wB97M-V/def2-TZVPD).

Structure (XYZ):
```
20
Properties=species:S:1:pos:R:3:nbo_charge:R:1
H 0.4726 -1.0310 -1.0385 0.340
N -0.2777 -0.7954 -0.4991 -0.834
C -0.0857 -0.7414 0.8219 0.620
N -1.0818 -0.4199 1.7368 -0.808
N 1.2748 -0.8775 1.3662 -0.642
C 2.0391 -2.1252 0.9781 -0.434
H -1.7896 0.1336 1.3876 0.414
H -1.0747 -0.7278 2.5759 0.372
H 1.2938 -0.6130 2.3155 0.372
H 2.5361 -2.3689 1.9474 0.214
H 2.6061 -1.9219 0.0983 0.197
H 1.4945 -2.9912 0.4654 0.204
C -0.4790 1.9853 -2.1832 -0.752
C -0.8866 1.8571 -0.7783 0.803
O -0.3618 2.3379 0.1495 -0.568
O -2.1748 1.4229 -0.5162 -0.698
H 0.5696 2.2257 -2.2248 0.246
H -0.9864 2.7377 -2.8103 0.248
H -0.6727 0.9064 -2.4920 0.237
H -2.4160 1.0066 -1.3002 0.469
```

As for the structure (SMILES): [H]/N=C(/N)NC.CC(=O)O. The value obtained for the HOMO energy is -0.322 Eh. For the lowest unoccupied orbital energy, the calculation gives 0.882 eV. The relative energy (zero: lowest compared OMol25 entry of this formula, charge and spin) comes out at 60.4 kcal per mole.

What did the sixth record say?
Entry from the OMol25 dataset: a structure of composition C20H24BrGeN2O2Zr (wB97M-V/def2-TZVPD).

Structure (XYZ):
```
51
Properties=species:S:1:pos:R:3:mulliken_charge:R:1
Zr 0.5655 -1.0101 -0.5564 0.667
O -2.7497 -3.3726 1.2746 -0.463
C -2.8773 -2.6385 2.4178 0.968
C -3.8516 -2.9641 3.3576 -0.833
C -3.9609 -2.2651 4.5468 -0.574
C -3.0848 -1.2259 4.8221 -0.919
C -2.1248 -0.8953 3.8802 -0.353
C -2.0158 -1.5683 2.6587 -0.086
C -0.8966 -1.1578 1.7282 0.899
O -0.9941 -1.5787 0.3792 -0.879
N -0.7470 0.3180 1.7113 -0.334
N -0.2541 0.7473 0.5031 -0.240
C -0.4702 1.9227 0.0927 -0.009
C -0.0088 2.4133 -1.2035 0.232
Br 0.7586 1.0675 -2.3406 -0.027
C -0.1643 3.6700 -1.5971 -0.389
C 0.1348 4.4463 -2.8054 1.341
C 0.7826 3.9702 -3.9519 -0.324
C 1.0010 4.8061 -5.0315 -0.894
C 0.5811 6.1293 -4.9894 -0.371
C -0.0593 6.6184 -3.8600 -0.659
C -0.2770 5.7809 -2.7796 -0.503
H -3.4270 -4.0563 1.2747 0.309
H -4.5278 -3.7889 3.1480 0.302
H -4.7246 -2.5423 5.2631 0.388
H -3.1423 -0.6861 5.7594 0.403
H -1.4188 -0.1014 4.1054 0.476
H 0.0162 -1.5421 2.1470 -0.036
H -1.5565 0.8277 2.0394 0.458
H -1.0217 2.6279 0.7100 0.387
H -0.6420 4.2598 -0.8148 0.176
H 1.1279 2.9557 -4.0175 0.182
H 1.5038 4.4243 -5.9118 0.391
H 0.7564 6.7792 -5.8375 0.389
H -0.3872 7.6492 -3.8200 0.389
H -0.7786 6.1630 -1.8971 0.340
C 3.9094 -2.7335 -1.2470 -1.101
Ge 2.6546 -2.6451 0.2468 0.667
C 1.0233 -3.4390 -0.8281 -1.733
C 2.9903 -4.0219 1.5463 -1.073
C 2.2284 -0.7991 0.6527 -0.749
H 4.0262 -3.7608 -1.6013 0.361
H 4.8883 -2.3409 -0.9666 0.384
H 3.5370 -2.1237 -2.0736 0.289
H 1.3831 -4.3875 -1.2128 0.478
H 0.7128 -2.8964 -1.7471 0.557
H 0.1301 -3.6328 -0.2400 0.600
H 3.2666 -4.9306 1.0100 0.342
H 2.1021 -4.2090 2.1504 0.369
H 3.8083 -3.7252 2.2024 0.382
H 2.2742 -0.5378 1.7028 0.423
```

The value obtained for the HOMO energy is -0.381 Eh. For the lowest unoccupied orbital energy, the calculation gives -3.596 eV. As for the net charge: +1.

What did the second record say?
Entry from the OMol25 dataset: a cluster of 2 separate species, C4H11N3O2 in total (wB97M-V/def2-TZVPD).

Structure (XYZ):
```
20
Properties=species:S:1:pos:R:3:nbo_charge:R:1
H 0.4726 -1.0310 -1.0385 0.340
N -0.2777 -0.7954 -0.4991 -0.834
C -0.0857 -0.7414 0.8219 0.620
N -1.0818 -0.4199 1.7368 -0.808
N 1.2748 -0.8775 1.3662 -0.642
C 2.0391 -2.1252 0.9781 -0.434
H -1.7896 0.1336 1.3876 0.414
H -1.0747 -0.7278 2.5759 0.372
H 1.2938 -0.6130 2.3155 0.372
H 2.5361 -2.3689 1.9474 0.214
H 2.6061 -1.9219 0.0983 0.197
H 1.4945 -2.9912 0.4654 0.204
C -0.4790 1.9853 -2.1832 -0.752
C -0.8866 1.8571 -0.7783 0.803
O -0.3618 2.3379 0.1495 -0.568
O -2.1748 1.4229 -0.5162 -0.698
H 0.5696 2.2257 -2.2248 0.246
H -0.9864 2.7377 -2.8103 0.248
H -0.6727 0.9064 -2.4920 0.237
H -2.4160 1.0066 -1.3002 0.469
```

As for the structure (SMILES): [H]/N=C(/N)NC.CC(=O)O. The value obtained for the HOMO energy is -0.322 Eh. For the lowest unoccupied orbital energy, the calculation gives 0.882 eV. The relative energy (zero: lowest compared OMol25 entry of this formula, charge and spin) comes out at 60.4 kcal per mole.